{
  "formula": "C17H21N2O2OsSTe",
  "method": "ωB97M-V/def2-TZVPD",
  "elements": ["Os", "N", "C", "C", "C", "C", "N", "H", "H", "H", "H", "H", "H", "H", "H", "H", "H", "H", "H", "O", "C", "O", "C", "C", "C", "C", "C", "C", "S", "H", "H", "H", "H", "Te", "C", "C", "C", "C", "C", "C", "H", "H", "H", "H", "H"],
  "xyz": [[-0.32828, -0.57356, 0.47893], [1.77554, -1.17228, 0.54473], [2.69892, -0.14567, -0.00473], [2.50334, 1.18196, 0.73043], [2.05364, 2.32906, -0.17581], [0.88330, 1.98790, -1.08755], [-0.27343, 1.34190, -0.40638], [2.02158, -1.35978, 1.51664], [1.92382, -2.05622, 0.05852], [2.42862, -0.05767, -1.05676], [3.73230, -0.49149, 0.03433], [3.40435, 1.46270, 1.27340], [1.73061, 1.04148, 1.49323], [2.86786, 2.66020, -0.82295], [1.79044, 3.18513, 0.44936], [1.18353, 1.31247, -1.88827], [0.51592, 2.89872, -1.56355], [-1.04898, 1.26493, -1.06984], [-0.64623, 1.95768, 0.32012], [-3.66577, 1.61885, 0.98067], [-2.97200, 0.67945, 1.30320], [-2.29983, -0.01829, 0.41538], [-2.94974, 0.23202, 2.74620], [-4.10116, 0.48092, 3.48452], [-4.20313, 0.08991, 4.81012], [-3.13626, -0.53885, 5.43487], [-1.96739, -0.76563, 4.73032], [-1.87875, -0.39439, 3.39115], [-0.31513, -0.67388, 2.63235], [-4.91694, 0.98920, 2.98994], [-5.11743, 0.27755, 5.35570], [-3.20855, -0.84315, 6.46974], [-1.11646, -1.22419, 5.21801], [-0.86550, -2.08201, -1.52023], [-0.05217, -3.85726, -0.70559], [-0.90168, -4.65618, 0.05034], [-0.41336, -5.82580, 0.61686], [0.90788, -6.20187, 0.42328], [1.74786, -5.41645, -0.35374], [1.26934, -4.24415, -0.92352], [-1.93582, -4.37523, 0.20193], [-1.07425, -6.44888, 1.20437], [1.28146, -7.11272, 0.87073], [2.77103, -5.72202, -0.52842], [1.92122, -3.65827, -1.56254]],
  "mulliken_charge": [1.476, -0.474, -0.609, -0.248, -0.776, -0.861, -0.724, 0.380, 0.065, 0.317, 0.471, 0.436, 0.043, 0.323, 0.407, 0.442, 0.438, 0.430, 0.358, -0.588, 0.294, -0.518, 0.131, -0.776, -0.545, -0.605, -0.725, 1.174, -0.432, 0.470, 0.405, 0.389, 0.426, 0.047, 0.191, -0.474, -0.522, -0.461, -0.528, -0.455, 0.413, 0.395, 0.401, 0.406, 0.593],
  "max_force_ev_per_a": 1.11,
  "e_tot_ev": -45635.1032,
  "total_charge": 1,
  "molar_mass_da": 635.26,
  "multiplicity": 1,
  "lumo_ha": [-0.1968, -0.1972],
  "de_lowest_kcal_mol": 0.0
}